{
  "formula": "C27H29F5N4O2P2TeV",
  "method": "the ωB97M-V functional and the def2-TZVPD basis",
  "spin_multiplicity": 4,
  "mol_weight_g_mol": 777.04,
  "e_tot_ha": -3809.96074,
  "gap_ev": [7.19, 7.40],
  "s2": 3.766,
  "lumo_ev": [0.15, 0.14],
  "elements": ["V", "O", "C", "C", "C", "C", "C", "C", "C", "P", "C", "C", "C", "C", "C", "C", "C", "C", "C", "C", "C", "C", "H", "H", "H", "H", "H", "H", "H", "H", "H", "H", "H", "H", "H", "H", "F", "Te", "F", "F", "F", "F", "O", "C", "N", "C", "N", "C", "N", "C", "P", "C", "C", "H", "H", "H", "H", "H", "H", "H", "H", "H", "H", "H", "H", "C", "C", "N", "H", "H", "H"],
  "coordinates": [[0.513138, -0.300308, -0.264861], [-0.173436, 0.996670, 2.318480], [-0.382245, 0.011552, 1.608324], [-1.267667, -1.054505, 2.301250], [-1.220227, -1.146028, 3.687650], [-1.950973, -2.104041, 4.369131], [-2.758670, -2.991073, 3.669251], [-2.821292, -2.915668, 2.288570], [-2.072830, -1.955844, 1.598722], [-2.324428, -1.887918, -0.174655], [-3.840497, -0.977762, -0.497653], [-4.074569, -0.584704, -1.818361], [-5.201993, 0.157205, -2.126025], [-6.091579, 0.520352, -1.120408], [-5.855165, 0.141486, 0.191887], [-4.729864, -0.610145, 0.505382], [-2.532212, -3.589094, -0.697472], [-1.485071, -4.465957, -0.399333], [-1.543307, -5.777767, -0.836129], [-2.643141, -6.219514, -1.562928], [-3.686617, -5.353613, -1.849133], [-3.633957, -4.035175, -1.416005], [-0.594644, -0.437553, 4.215524], [-1.889643, -2.165529, 5.448595], [-3.330616, -3.745568, 4.193233], [-3.449813, -3.614946, 1.750090], [-3.362440, -0.852030, -2.591245], [-5.387165, 0.455937, -3.149646], [-6.970597, 1.103254, -1.364270], [-6.543167, 0.432245, 0.974634], [-4.541846, -0.899606, 1.531669], [-0.634895, -4.108071, 0.175367], [-0.733121, -6.458158, -0.608852], [-2.685849, -7.245727, -1.904286], [-4.541651, -5.701810, -2.413132], [-4.448735, -3.360374, -1.645481], [2.339436, -1.698880, -1.915492], [0.588541, -2.421399, -2.434745], [1.480296, -2.797950, -4.046476], [-1.009171, -2.580957, -3.527013], [0.825792, -2.259378, 0.157302], [0.420541, -0.582978, -2.825177], [-1.247893, -1.230461, -1.024999], [5.430484, -0.373548, 1.922285], [4.322555, -0.129734, 2.844353], [4.314312, 1.289185, 3.195793], [4.257278, 2.193570, 2.046495], [5.367226, 1.868325, 1.150898], [5.414036, 0.470190, 0.727748], [4.279166, 0.137948, -0.140436], [2.656950, 0.394361, 0.701752], [3.042095, -0.529823, 2.252779], [2.967684, 2.090297, 1.354535], [5.415827, -1.421232, 1.617049], [6.363045, -0.178372, 2.457230], [5.233928, 1.506063, 3.744693], [3.462398, 1.489090, 3.847998], [6.297868, 2.090181, 1.678676], [5.309982, 2.505449, 0.265898], [4.341842, -0.902869, -0.462403], [4.320363, 0.749669, -1.045091], [3.043982, -1.598293, 2.026275], [2.235453, -0.349081, 2.966643], [2.151292, 2.339768, 2.036228], [2.941226, 2.810117, 0.531814], [-1.506315, 3.747169, -1.235582], [-0.757001, 2.519909, -1.019705], [-0.168262, 1.554940, -0.836198], [-1.552640, 4.309090, -0.304347], [-2.516789, 3.499600, -1.557629], [-1.020293, 4.349756, -2.000454]],
  "forces_ev_per_a": [[-0.23, -0.44, 0.36], [0.11, 0.10, -0.13], [-0.24, -0.07, 0.49], [0.10, 0.10, -0.28], [-0.01, -0.03, 0.05], [0.03, 0.01, 0.01], [0.00, -0.01, -0.01], [0.00, 0.03, 0.04], [-0.01, 0.00, 0.09], [0.14, 0.15, -0.19], [-0.04, 0.01, -0.01], [0.05, -0.01, 0.02], [-0.03, 0.01, 0.01], [0.00, -0.01, -0.03], [0.01, -0.02, 0.00], [-0.04, -0.02, 0.02], [-0.02, -0.11, 0.01], [0.02, 0.02, 0.07], [-0.01, -0.01, -0.02], [0.00, -0.01, 0.00], [0.01, 0.00, 0.01], [0.00, -0.01, -0.04], [0.00, 0.00, 0.00], [-0.01, 0.00, 0.00], [0.00, 0.00, 0.01], [0.01, 0.01, -0.03], [0.00, 0.00, 0.01], [0.00, 0.00, 0.00], [0.00, 0.00, 0.01], [0.00, 0.00, 0.00], [0.01, 0.01, 0.00], [0.00, 0.00, -0.04], [0.00, 0.00, 0.00], [0.00, 0.00, 0.00], [0.00, 0.00, 0.00], [0.00, 0.01, 0.01], [-0.05, -0.10, -0.06], [0.24, -0.34, -0.35], [-0.04, 0.01, 0.03], [0.04, 0.08, 0.03], [0.07, 0.17, -0.18], [-0.04, -0.06, 0.01], [-0.10, -0.01, 0.14], [0.01, 0.00, 0.00], [-0.03, 0.01, -0.03], [0.01, 0.01, 0.01], [-0.02, -0.03, -0.01], [0.02, 0.00, 0.00], [-0.04, -0.01, 0.01], [0.07, 0.03, 0.00], [0.06, -0.03, 0.00], [0.01, -0.02, 0.04], [0.03, 0.05, 0.04], [0.00, 0.00, 0.00], [0.00, 0.00, 0.00], [0.00, -0.01, 0.00], [0.00, 0.00, 0.00], [0.00, 0.00, 0.00], [0.00, 0.00, 0.00], [0.01, -0.01, 0.01], [0.00, 0.00, 0.00], [0.02, 0.00, 0.00], [0.00, 0.00, 0.00], [0.01, 0.00, 0.00], [0.00, -0.01, -0.01], [-0.01, -0.05, 0.01], [0.09, 0.02, -0.03], [-0.21, 0.50, -0.12], [0.00, 0.01, 0.00], [0.00, 0.02, 0.00], [0.00, 0.00, 0.00]]
}